The following is a quantum chemistry calculation of a molecular structure, C5H9HgO3, from OMol25.

Each line ends with the Mulliken charge.
CARTESIAN COORDINATES (ANGSTROEM)
H  2.9056  -1.3274  -1.7742  0.546
O  -1.1889  0.7617  0.0718  0.084
Hg  -0.6934  4.5066  0.4844  -0.020
O  0.3800  2.2979  0.2618  -0.445
C  0.0809  1.1136  0.1314  -0.151
O  0.9191  0.1324  0.0427  0.736
C  2.3524  0.3588  0.0269  -0.070
C  -1.5558  -0.6276  0.1842  -0.701
C  -3.0539  -0.7079  0.3387  -1.110
H  -1.2125  -1.1529  -0.7166  0.291
H  -1.0375  -1.0605  1.0495  0.231
H  -3.5653  -0.1532  -0.4591  0.323
H  -3.3587  -1.7613  0.2758  0.465
H  -3.3721  -0.3112  1.3118  0.272
C  3.0224  -0.8303  -0.3965  -3.163
H  2.5504  1.2534  -0.5792  0.413
H  4.1138  -0.7344  -0.3578  0.804
H  2.7136  -1.7578  0.1045  0.494

Computed properties:
spin multiplicity: 3
M: 317.71 g/mol
relative energy (zero: lowest compared OMol25 entry of this formula, charge and spin): 0.0000 eV
net charge: -1
<S²>: 2.009
total energy: -15644.2144 eV
Kohn-Sham gap (spin up / spin down): 0.0850 / 0.3025 hartree

The following is a quantum chemistry calculation of 2 unconnected molecules or ions with the total composition C3H11NOS, from OMol25.

Each line ends with the Mulliken charge.
CARTESIAN COORDINATES (ANGSTROEM)
C  -1.1747  0.3813  0.3611  -0.285
C  0.0583  0.8920  -0.4001  -0.366
C  0.8554  -0.2583  -0.9887  -0.798
S  2.3835  0.2657  -1.8574  -0.206
N  -1.7184  1.3917  1.2531  -0.626
H  -1.9551  0.1841  -0.3820  0.292
H  -0.9044  -0.5575  0.8599  0.131
H  0.7028  1.4720  0.2748  0.340
H  -0.2449  1.5952  -1.1725  0.261
H  1.1630  -0.9461  -0.2051  0.345
H  0.2709  -0.8410  -1.7083  0.339
H  3.0916  0.4390  -0.7374  0.111
H  -2.5106  1.0048  1.7394  0.260
H  -1.0479  1.6631  1.9613  0.223
H  -2.4920  -2.5876  1.7350  0.317
H  -1.6378  -2.2911  2.9779  0.312
O  -2.4975  -2.1039  2.5761  -0.650

Computed properties:
M: 109.19 g/mol
relative energy (zero: lowest compared OMol25 entry of this formula, charge and spin): 0.3608 eV
total energy: -17662.0606 eV
SMILES: NCCCS.O
Kohn-Sham gap: 0.3531 hartree

The following is a quantum chemistry calculation of 2 unconnected molecules or ions with the total composition C9H12INO, from OMol25.

Each line ends with the Mulliken charge.
CARTESIAN COORDINATES (ANGSTROEM)
C  -1.2790  -1.2216  -0.6459  -0.476
C  -0.7581  -0.2736  -1.4639  -0.477
C  0.6303  -0.8905  0.8273  -0.701
C  -0.6683  -1.4834  0.5765  0.659
C  0.3487  0.3743  -1.0093  0.403
C  -1.6626  -1.4930  2.8090  -1.190
C  2.5541  2.2736  -1.5735  -1.412
C  -1.2957  -2.3748  1.6434  -0.741
C  1.0385  2.2920  -1.8052  0.215
N  1.0531  0.0312  0.0294  -0.375
O  0.2772  3.1820  -1.1523  -0.464
I  0.3408  2.4963  -3.8915  -0.026
H  -2.1152  -1.8542  -0.8186  0.394
H  -1.2338  -0.1386  -2.4429  0.254
H  1.2463  -1.1666  1.5743  0.605
H  -0.7211  -0.8919  2.9419  0.333
H  -1.9660  -2.0454  3.5809  0.435
H  -2.4588  -0.9842  2.4471  0.326
H  2.6950  2.0187  -0.5489  0.419
H  3.0561  3.1352  -1.8073  0.468
H  2.9834  1.4781  -2.1302  0.382
H  -2.1566  -2.8967  1.1930  0.317
H  -0.7084  -3.2085  2.0588  0.318
H  0.8000  3.6415  -0.3922  0.334

Computed properties:
M: 277.11 g/mol
relative energy (zero: lowest compared OMol25 entry of this formula, charge and spin): 1.6928 eV
total energy: -21162.2917 eV
Kohn-Sham gap: 0.3173 hartree

The following is a quantum chemistry calculation of a molecular structure, C10H44AlO13, from OMol25.

Each line ends with the Mulliken charge.
CARTESIAN COORDINATES (ANGSTROEM)
C  1.1975  1.9190  0.1086  -0.448
C  0.0955  2.7547  0.6828  0.419
O  -0.1568  3.8585  0.3433  -0.546
O  -0.6948  2.1131  1.5894  -0.166
C  -0.2576  2.0631  2.9618  -0.604
C  -0.9838  0.9593  3.7160  -0.528
C  -0.3338  -0.4332  3.7535  -1.181
C  0.1771  -1.0211  2.4361  1.126
C  -0.8223  -1.8464  1.6083  -0.936
C  -1.6462  -0.9390  0.6912  -0.288
C  -0.8935  -0.6371  -0.6087  -0.509
C  -1.5734  0.2664  -1.6277  -0.780
Al  -0.3819  0.6219  -3.2455  0.085
H  2.0362  2.5670  -0.1612  0.416
H  0.7989  1.4573  -0.8091  -0.365
H  1.5217  1.1276  0.7868  0.279
H  -0.5193  3.0409  3.3938  0.382
H  0.8382  1.9588  3.0174  0.377
H  -2.0088  0.9079  3.3242  0.375
H  -1.0743  1.2996  4.7570  0.448
H  -1.0876  -1.1165  4.1757  0.322
H  0.4909  -0.4145  4.4811  0.388
H  0.5252  -0.2083  1.7817  -0.983
H  1.0579  -1.6397  2.6342  0.275
H  -0.2339  -2.5221  0.9685  0.311
H  -1.4406  -2.4879  2.2531  0.344
H  -2.6632  -1.3168  0.4995  0.592
H  -1.7749  0.0310  1.1968  -0.113
H  -0.5715  -1.5879  -1.0698  0.464
H  0.0444  -0.1407  -0.3036  -0.109
H  -1.7589  1.2417  -1.1442  0.313
H  -2.5432  -0.1596  -1.9317  0.407
H  0.8087  -0.5400  -3.2172  -0.291
H  -1.2493  0.5454  -4.6232  -0.361
H  0.3183  2.0838  -3.0997  -0.125
O  0.5979  4.5540  -3.9230  -0.544
H  0.8872  4.7282  -3.0204  0.315
H  0.7448  5.3790  -4.3949  0.274
O  -3.1531  -1.6485  -4.3923  -0.563
H  -3.4007  -2.1696  -3.6128  0.368
H  -3.3991  -2.1700  -5.1623  0.247
O  3.3976  -1.9156  2.9659  -0.585
H  3.9649  -2.4073  2.3545  0.344
H  3.8884  -1.8169  3.7856  0.263
O  0.3321  6.1171  -1.2577  -0.622
H  0.8489  6.1245  -0.4436  0.317
H  -0.4532  5.6064  -1.0235  0.327
O  -2.8495  -3.4642  -2.1647  -0.658
H  -2.1054  -3.7046  -2.7315  0.406
H  -2.4386  -3.3071  -1.3061  0.237
O  -2.6037  3.5925  5.1682  -0.610
H  -3.0611  4.4259  5.3179  0.302
H  -2.4104  3.5830  4.2239  0.323
O  3.4355  6.9825  -2.0839  -0.657
H  3.7022  6.0573  -2.1117  0.329
H  2.5097  6.9528  -1.8158  0.327
O  5.0138  -3.4864  1.1781  -0.654
H  5.7435  -3.1795  0.6325  0.279
H  4.9189  -4.4308  1.0010  0.332
O  -1.5103  -5.3647  -0.2830  -0.567
H  -1.0454  -6.1587  -0.0022  0.260
H  -2.4228  -5.4877  -0.0023  0.306
O  3.2062  -5.4118  -0.1901  -0.669
H  2.8441  -4.5304  -0.3439  0.345
H  3.1741  -5.8497  -1.0464  0.323
O  -1.1544  -4.0199  -4.5573  -0.709
H  -1.4484  -3.0939  -4.6130  0.335
H  -0.9950  -4.2919  -5.4645  0.290

Computed properties:
M: 399.43 g/mol
net charge: -1
total energy: -44298.7776 eV
Kohn-Sham gap: 0.2366 hartree

The following is a quantum chemistry calculation of 3 unconnected molecules or ions with the total composition H3INOP, from OMol25.

Each line ends with the Mulliken charge.
CARTESIAN COORDINATES (ANGSTROEM)
N  1.3697  -0.4214  -0.2939  -0.523
O  -0.4518  -2.1160  0.7208  -0.487
P  -0.0720  -1.0181  -0.1200  0.609
I  -1.8766  -0.0411  -1.5667  0.084
H  1.1623  0.3910  -0.8407  0.315
H  0.1238  1.4106  0.6852  -0.214
H  -0.2554  1.7950  1.4153  0.214

Computed properties:
M: 190.91 g/mol
relative energy (zero: lowest compared OMol25 entry of this formula, charge and spin): 2.5773 eV
total energy: -20974.4951 eV
Kohn-Sham gap: 0.3394 hartree

The following is a quantum chemistry calculation of a molecular structure, C4H3NS, from OMol25.

Each line ends with the Mulliken charge.
CARTESIAN COORDINATES (ANGSTROEM)
C  -0.6798  -1.1175  0.8169  0.219
C  -0.9270  -0.7694  2.0436  -0.231
C  -0.1359  -0.6217  -0.3030  0.039
C  0.2594  0.7416  0.1193  -0.466
N  0.1256  -1.1595  -1.9554  -0.473
S  -0.2838  0.8226  1.9716  0.009
H  1.3338  0.9177  0.0769  0.351
H  -0.2729  1.5269  -0.4150  0.348
H  0.5806  -0.3407  -2.3548  0.205

Computed properties:
M: 97.14 g/mol
relative energy (zero: lowest compared OMol25 entry of this formula, charge and spin): 6.6654 eV
total energy: -16513.5845 eV
Kohn-Sham gap (spin up / spin down): 0.2841 / 0.2296 hartree

The following is a quantum chemistry calculation of a molecular structure, C10H21IInNO2P2, from OMol25.

Each line ends with the Mulliken charge.
CARTESIAN COORDINATES (ANGSTROEM)
C  0.0124  -0.7114  -3.1170  -1.224
C  -0.0177  0.2090  -1.9579  0.415
H  0.0481  -0.0577  -3.9874  0.414
H  -0.8425  -1.3520  -3.1770  0.299
H  0.8909  -1.3190  -3.1006  0.294
O  -0.0147  1.4388  -2.0181  -0.325
I  0.0327  -1.3556  3.0089  -0.152
In  0.0537  -0.3522  0.4424  0.951
P  2.6502  -0.3260  0.2529  0.681
C  3.3610  1.2555  0.8279  -1.252
C  3.3940  -1.5842  1.3743  -1.236
H  4.4465  -1.7017  1.0455  0.440
H  4.5801  -0.6341  -1.0938  0.484
H  2.8378  -2.5315  1.2691  0.370
H  3.1832  -1.6135  -1.7300  0.362
H  2.9813  1.4503  1.8423  0.371
H  3.3311  -1.2096  2.4060  0.411
C  3.4998  -0.6279  -1.3429  -1.248
H  4.4556  1.1235  0.8349  0.470
H  3.2634  0.1920  -2.0464  0.361
H  3.0708  2.0424  0.1136  0.371
P  -2.5813  -0.0495  0.1832  0.874
C  -3.4310  1.4818  0.6610  -1.259
C  -3.4165  -0.5462  -1.4209  -1.193
H  -2.7403  -2.1951  1.2908  0.384
H  -4.3666  -1.4198  1.2012  0.424
H  -3.1400  -0.8111  2.3801  0.374
C  -3.2889  -1.2431  1.3786  -1.266
H  -3.0987  -1.5694  -1.7299  0.319
H  -4.5241  -0.5595  -1.2744  0.453
H  -4.4964  1.4172  0.4281  0.452
H  -3.0625  2.2931  0.0176  0.376
H  -3.1684  0.1760  -2.2295  0.364
H  -3.2364  1.7552  1.7214  0.395
C  0.1491  2.1260  0.9248  0.431
O  0.0932  3.2444  0.5105  -0.208
N  -0.4481  1.8710  3.6469  -0.297
C  -0.4610  1.6941  2.4637  0.121

Computed properties:
M: 490.95 g/mol
relative energy (zero: lowest compared OMol25 entry of this formula, charge and spin): 0.7695 eV
net charge: +2
total energy: -48127.9052 eV
Kohn-Sham gap (spin up / spin down): 0.2195 / 0.1980 hartree

The following is a quantum chemistry calculation of a molecular structure, C12H27AgFO5, from OMol25.

Each line ends with the Mulliken charge.
CARTESIAN COORDINATES (ANGSTROEM)
Ag  0.7198  -0.6016  -0.1991  1.786
C  0.5899  -3.8750  -3.1347  -1.295
C  0.0626  -2.5064  -2.6313  0.005
O  0.1278  -2.4256  -1.2868  -0.614
H  -0.1926  -4.6438  -3.1088  0.274
H  1.4140  -4.1705  -2.4879  0.309
H  0.9261  -3.8009  -4.1799  0.366
H  -0.9834  -2.3389  -3.0050  0.223
H  0.6837  -1.7212  -3.1220  0.039
C  2.0163  3.1108  0.4885  -1.029
C  1.1758  2.4121  1.5651  -0.512
O  1.0802  1.0840  1.3743  -0.597
H  3.0735  2.8711  0.5874  0.381
H  1.9013  4.2167  0.4788  0.293
H  1.7154  2.8028  -0.5131  0.007
H  0.1844  2.9347  1.7142  0.214
H  1.7485  2.5852  2.5199  0.209
C  1.0289  -2.7173  3.5697  -1.195
C  0.9365  -2.9257  2.0513  -0.126
O  1.6553  -2.0266  1.3319  -0.692
H  2.0073  -3.0403  3.9348  0.346
H  0.2640  -3.3591  4.0474  0.348
H  0.8624  -1.6850  3.8839  0.229
H  -0.1222  -2.9926  1.7155  0.084
H  1.3617  -3.9507  1.8647  0.254
F  2.6502  -0.0942  -1.4194  -0.895
C  -0.7885  3.3183  -1.5800  -0.895
C  -0.0501  2.1014  -2.1457  0.688
O  -0.1905  1.0267  -1.6404  -0.544
C  0.7766  2.2256  -3.4156  -1.336
H  -0.8478  3.1991  -0.4991  0.069
H  -1.8059  3.2178  -1.9782  0.422
H  -0.3377  4.2715  -1.8413  0.314
H  1.4705  1.3815  -3.3983  0.309
H  1.2794  3.1869  -3.5071  0.359
H  0.1055  2.0909  -4.2729  0.384
C  -1.7928  0.9174  2.3698  -0.740
C  -2.2951  -0.1544  1.4311  0.614
O  -1.5153  -0.6892  0.6931  -0.312
C  -3.7418  -0.6082  1.4867  -1.413
H  -0.6906  0.8810  2.3295  -0.023
H  -2.1712  0.8117  3.3905  0.424
H  -2.1025  1.9035  2.0011  0.269
H  -4.4318  0.1997  1.2473  0.341
H  -3.9373  -0.9794  2.4964  0.330
H  -3.8204  -1.4439  0.7935  0.329

Computed properties:
spin multiplicity: 2
M: 378.21 g/mol
relative energy (zero: lowest compared OMol25 entry of this formula, charge and spin): 0.0000 eV
net charge: -2
<S²>: 0.757
total energy: -29830.4753 eV
Kohn-Sham gap (spin up / spin down): 0.2031 / 0.1826 hartree